Entry 1:
{
  "formula": "C20H30IN2Se2Ti",
  "method": "ωB97M-V/def2-TZVPD",
  "symbols": ["I", "Se", "Se", "Ti", "N", "N", "C", "C", "C", "C", "C", "C", "C", "C", "C", "C", "C", "C", "C", "C", "C", "C", "C", "C", "C", "C", "H", "H", "H", "H", "H", "H", "H", "H", "H", "H", "H", "H", "H", "H", "H", "H", "H", "H", "H", "H", "H", "H", "H", "H", "H", "H", "H", "H", "H", "H"],
  "positions_angstrom": [[1.84612, -2.56255, 0.35708], [-1.13142, -2.42635, 2.62775], [-2.77145, 0.30544, 1.06597], [-0.33449, -0.67905, 0.86685], [-0.46570, -0.67121, -1.15531], [-1.00905, -0.05756, -3.35036], [0.56209, 1.71662, 2.34087], [3.29641, 1.52500, 1.77471], [2.75529, 2.72054, 2.29085], [1.41780, 2.79921, 2.62971], [4.38755, -0.86152, 0.77086], [4.71209, 1.40446, 1.57516], [-0.13457, 1.60872, -1.78962], [-3.71867, -1.35369, 1.76119], [-3.06697, -2.02476, 2.91693], [3.02072, -0.76305, 0.92780], [0.54910, 0.67004, -5.10303], [2.41050, 0.41994, 1.48178], [-0.84469, 0.84248, -4.52348], [5.24667, 0.23780, 1.11635], [-0.35337, -1.51512, 4.24804], [1.00097, 0.55172, 1.66788], [-1.62687, -1.42012, -3.58412], [-3.13992, 1.44235, 2.71522], [-0.58586, 0.22454, -2.11499], [-0.61297, -2.49478, -3.92548], [-0.80390, -1.59724, -1.48766], [0.65050, -1.19055, 3.96295], [5.31479, 2.27749, 1.81221], [-3.47434, -3.03481, 3.11520], [0.61461, -0.21660, -5.74836], [-4.18357, 1.30554, 2.96938], [-2.23950, -1.64535, -2.65810], [-0.25966, -2.27211, 5.02753], [6.34116, 0.09292, 1.04344], [-4.76915, -1.06901, 1.93029], [0.38117, -2.29161, -3.51020], [-3.00078, 2.51224, 2.41599], [4.81898, -1.72954, 0.24681], [-2.34746, -1.25927, -4.39489], [-0.52747, -2.61351, -4.99387], [-0.00891, 1.69477, -0.68192], [1.02091, 3.67348, 3.12516], [0.74361, 1.55085, -5.76180], [-0.97653, -0.66184, 4.53902], [-0.80589, 2.37269, -2.20231], [-1.65160, 0.59206, -5.26133], [-3.68300, -1.99599, 0.88656], [-2.47635, 1.14253, 3.56278], [0.83366, 1.76732, -2.30456], [-3.12997, -1.37027, 3.80549], [1.34881, 0.59568, -4.36458], [-1.10021, 1.86644, -4.18496], [-0.49079, 1.78324, 2.59837], [-0.95290, -3.47074, -3.51383], [3.40445, 3.55211, 2.43860]],
  "atomic_forces_ev_per_a": [[0.83, 1.37, 0.65], [-0.35, 0.23, 0.99], [-1.33, 0.28, 1.53], [0.03, -0.44, -0.42], [-1.34, -1.29, -0.32], [-0.80, -1.18, 0.68], [0.30, -0.70, -0.74], [0.05, -0.74, -0.34], [-1.03, -0.68, 0.08], [0.16, -0.40, -0.08], [-0.30, -0.01, -0.64], [-0.64, -0.08, 0.03], [0.50, 0.27, 0.07], [0.16, 0.56, -1.34], [0.55, -0.08, 1.08], [0.82, 0.13, 0.08], [0.04, 0.83, -1.32], [0.29, -0.27, -0.60], [-0.85, -0.03, 0.56], [0.21, -0.58, 0.05], [0.19, -0.33, -0.43], [0.70, 1.39, 1.38], [-0.43, 1.26, 0.70], [0.95, 0.30, -0.40], [0.15, 0.75, -1.23], [-0.13, -0.90, 0.64], [0.61, 0.59, 0.30], [-0.23, 0.05, 0.02], [0.09, -0.27, -0.01], [-0.16, 0.76, 0.01], [-0.09, 0.18, 0.26], [-0.12, -0.20, -0.06], [0.60, 0.12, -1.08], [-0.27, 0.16, -0.08], [-0.84, 0.19, -0.14], [0.46, -0.06, 0.07], [-0.21, 0.04, -0.06], [0.10, -1.04, 0.28], [-0.15, 0.39, 0.64], [0.15, -0.21, 0.25], [0.17, -0.02, -0.31], [-0.02, 0.20, -1.01], [0.02, 0.10, -0.08], [0.09, -0.69, 0.46], [0.16, -0.34, -0.14], [0.05, -0.22, 0.39], [0.83, 0.06, 0.65], [-0.22, -0.12, -0.20], [-0.56, 0.34, -0.82], [-0.28, 0.03, 0.49], [0.08, -0.65, -0.20], [-0.20, 0.17, 0.11], [0.51, -0.46, -0.30], [0.04, 0.24, 0.01], [0.23, 0.53, -0.34], [0.39, 0.48, 0.21]],
  "multiplicity": 2,
  "charge": 2,
  "e_above_lowest_kj_mol": 0.0,
  "s2": 0.755,
  "fmax_ev_per_a": 2.1,
  "gap_ev": [7.335, 7.476],
  "e_homo_ev": [-13.7, -13.8]
}

=====

Entry 2:
{
  "formula": "C20H30N2O5",
  "method": "ωB97M-V/def2-TZVPD",
  "symbols": ["O", "O", "O", "O", "O", "N", "N", "C", "C", "C", "C", "C", "C", "C", "C", "C", "C", "C", "C", "C", "C", "C", "C", "C", "C", "C", "C", "H", "H", "H", "H", "H", "H", "H", "H", "H", "H", "H", "H", "H", "H", "H", "H", "H", "H", "H", "H", "H", "H", "H", "H", "H", "H", "H", "H", "H", "H"],
  "positions_angstrom": [[3.07147, -0.88330, 1.67473], [2.79227, 0.40378, -2.48747], [-3.13208, -0.98290, -1.18462], [1.78139, -0.81604, -0.16204], [-2.99550, 2.50212, -2.24584], [-0.63524, -0.97731, 3.71125], [-0.57040, 1.73698, -3.40682], [0.65151, 1.60113, -2.61922], [-1.07791, -0.97416, 5.07684], [0.73760, -0.96566, 1.93635], [-1.60318, 0.74783, -3.13803], [-3.59712, 0.27198, -1.63608], [-2.83182, -0.95358, 2.48115], [-1.44827, -0.97526, 2.60082], [1.88064, -0.89096, 1.04866], [-3.36977, -0.93421, 1.21208], [4.59587, -2.13492, 0.22928], [-1.17667, -0.99623, 0.18820], [1.75097, -0.95077, 4.33622], [1.67541, 0.66388, -3.29178], [0.66878, -0.96497, 3.32126], [-0.61760, -0.98403, 1.46036], [1.25732, 2.98344, -2.33085], [1.45765, 3.84637, -3.57128], [-2.44934, 1.23840, -1.95353], [4.23633, -0.79365, 0.85206], [-2.55336, -0.96018, 0.07344], [-0.54885, -1.03443, -0.68566], [2.71597, -0.90344, 3.84575], [0.38623, 1.15200, -1.65457], [-1.21269, -0.25469, -2.91917], [3.80304, -2.45830, -0.44005], [5.02409, -0.45014, 1.52643], [1.70976, -1.85218, 4.94877], [1.87632, 4.80912, -3.28682], [0.50884, 4.01907, -4.07277], [-0.63300, -1.80610, 5.62662], [-4.25294, 0.74645, -0.89478], [-3.48052, -0.94666, 3.34428], [-0.80175, -0.04080, 5.57424], [2.21800, 2.82459, -1.83762], [4.73532, -2.88683, 1.00280], [0.59887, 3.51008, -1.63705], [2.05917, 1.12165, -4.20854], [-2.29064, 2.98554, -2.70265], [-4.17436, 0.06921, -2.54068], [1.64313, -0.09076, 4.99754], [-0.32798, 1.74071, -4.39126], [2.48091, -0.05615, -1.68859], [-2.15944, -1.07739, 5.10395], [-2.25571, 0.67894, -4.01215], [-4.44068, -0.91240, 1.07881], [4.07022, -0.04800, 0.06778], [1.16815, -0.27509, -3.56659], [5.51448, -2.03285, -0.34081], [-1.80754, 1.31696, -1.05917], [2.14386, 3.37431, -4.26940]],
  "atomic_forces_ev_per_a": [[-0.29, -0.07, 0.14], [0.24, -0.09, 0.37], [0.24, -0.32, 0.33], [-0.01, -0.05, 0.02], [-0.24, 0.12, -0.05], [0.31, -0.02, -0.05], [0.08, -0.01, -0.32], [0.39, 0.23, 0.10], [-0.02, 0.04, 0.37], [-0.23, -0.05, 0.26], [-0.19, 0.00, 0.40], [0.02, 0.71, -0.20], [0.01, 0.03, 0.14], [-0.05, -0.01, -0.80], [0.21, 0.09, 0.11], [-0.06, -0.03, -0.21], [-0.24, 0.25, 0.21], [-0.32, -0.02, -0.16], [0.04, 0.01, 0.03], [-0.49, 0.00, -0.07], [0.29, -0.01, -0.30], [-0.16, 0.01, 0.34], [0.00, -0.20, -0.04], [-0.02, -0.15, 0.23], [0.20, -0.49, -0.05], [0.37, -0.04, -0.47], [0.14, -0.01, 0.06], [0.02, 0.03, -0.12], [-0.02, 0.00, 0.08], [-0.01, -0.02, -0.06], [0.01, 0.03, -0.05], [0.00, -0.05, -0.07], [-0.12, 0.01, -0.10], [0.02, -0.04, 0.07], [0.04, 0.09, -0.07], [-0.07, 0.07, -0.10], [-0.07, 0.04, -0.01], [0.01, -0.08, -0.06], [-0.07, 0.01, 0.06], [-0.07, -0.05, 0.00], [-0.02, 0.05, 0.10], [0.06, -0.07, 0.04], [0.00, -0.02, 0.07], [-0.12, -0.02, -0.03], [0.02, -0.04, 0.00], [-0.01, 0.07, 0.05], [0.02, 0.03, 0.08], [-0.11, 0.05, 0.04], [0.11, 0.04, -0.10], [0.04, -0.01, 0.01], [-0.01, -0.03, 0.03], [-0.11, -0.01, -0.02], [0.07, -0.03, 0.19], [0.00, 0.13, -0.06], [0.12, -0.02, -0.07], [-0.07, -0.07, -0.15], [0.10, 0.01, -0.15]],
  "charge": 0,
  "smiles": "CCOC(=O)c1c(C)n(C)c2ccc(OC[C@H](O)CN[C@H](CC)CO)cc12",
  "e_above_lowest_kj_mol": 242.7,
  "fmax_ev_per_a": 0.8,
  "gap_ev": 8.782,
  "e_homo_ev": -8.3
}

=====

Entry 3:
{
  "formula": "C20H30N2O5S",
  "method": "ωB97M-V/def2-TZVPD",
  "symbols": ["S", "O", "O", "O", "O", "O", "N", "N", "C", "C", "C", "C", "C", "C", "C", "C", "C", "C", "C", "C", "C", "C", "C", "C", "C", "C", "C", "C", "H", "H", "H", "H", "H", "H", "H", "H", "H", "H", "H", "H", "H", "H", "H", "H", "H", "H", "H", "H", "H", "H", "H", "H", "H", "H", "H", "H", "H", "H"],
  "positions_angstrom": [[-3.08769, -0.01505, 0.95587], [6.51938, -0.71181, -1.85052], [0.78167, 1.96502, 0.54434], [-1.34418, 3.34107, -0.33255], [11.83524, 2.77467, -5.05350], [1.10859, -1.61704, -2.25281], [-0.03604, 0.03776, -0.31286], [4.64267, 0.23136, -1.01061], [-0.13635, 1.33657, 0.05322], [3.23064, -1.76758, -1.07758], [9.81539, 1.56653, -4.60601], [11.16223, 1.54481, -5.27781], [1.16811, -0.73215, -0.09857], [4.30266, -0.99666, -0.30783], [-4.39786, 0.08695, 2.18871], [5.97634, 1.48613, -2.65660], [-2.44926, 1.68751, 1.04772], [2.40692, 0.41878, -1.99353], [8.28275, 2.42987, -2.96585], [9.52482, 2.46120, -3.58874], [7.61304, 0.61204, -4.36088], [-1.78773, 2.02123, 2.37578], [1.99350, -0.91691, -1.37221], [8.84400, 0.64515, -4.98892], [-1.52340, 1.94873, -0.15750], [3.49953, 1.11771, -1.18462], [7.31619, 1.50796, -3.33777], [5.74805, 0.22970, -1.81725], [3.11224, 1.39406, -0.20198], [5.87068, 2.36580, -2.01950], [-1.33577, 3.01230, 2.32444], [-2.51587, 2.01453, 3.18652], [9.05682, -0.05581, -5.78883], [-5.06700, 0.91844, 1.96907], [-1.00459, 1.29974, 2.60958], [2.93384, -2.66660, -0.53199], [0.89416, -1.72228, 0.27020], [3.80002, 2.04083, -1.67054], [1.53417, 1.06566, -2.09357], [-4.96188, -0.84171, 2.12906], [12.73942, 2.68878, -5.36604], [-1.97325, 1.49988, -1.05040], [10.26808, 3.18724, -3.29062], [1.55672, -1.75423, -3.09429], [1.74707, -0.22332, 0.66932], [11.74944, 0.71083, -4.87507], [5.20392, -1.59304, -0.20391], [5.17588, 1.54622, -3.40144], [-3.31064, 2.34389, 0.89171], [3.94999, -0.72924, 0.69181], [2.78640, 0.22017, -3.00309], [-2.03186, 3.66194, -0.92232], [-3.99510, 0.18828, 3.19403], [8.06801, 3.13663, -2.17212], [6.87530, -0.12250, -4.65959], [-0.80260, -0.41167, -0.78470], [3.66277, -2.09395, -2.02927], [11.02646, 1.36631, -6.35024]],
  "atomic_forces_ev_per_a": [[0.04, -0.03, 0.01], [0.00, 0.00, -0.01], [0.00, -0.01, 0.01], [0.03, -0.02, -0.06], [0.00, 0.00, 0.00], [0.00, 0.00, 0.00], [-0.01, -0.03, 0.00], [0.00, -0.01, -0.01], [-0.01, 0.00, 0.01], [0.00, 0.01, 0.01], [0.00, 0.00, 0.00], [0.00, 0.00, 0.00], [0.00, 0.01, 0.00], [0.00, 0.01, 0.00], [-0.01, 0.01, -0.02], [0.00, 0.01, -0.01], [-0.02, 0.03, -0.02], [0.00, 0.00, 0.01], [0.01, -0.01, 0.01], [-0.01, 0.01, 0.00], [0.00, 0.00, 0.00], [0.00, 0.00, -0.01], [0.00, 0.00, 0.00], [0.01, 0.00, 0.00], [0.02, 0.00, 0.02], [0.01, 0.00, 0.01], [-0.01, 0.00, 0.00], [0.00, 0.00, 0.01], [0.00, 0.00, 0.00], [0.00, 0.00, -0.01], [0.00, 0.00, 0.00], [0.00, 0.00, -0.01], [0.00, 0.00, 0.00], [-0.01, 0.00, 0.01], [0.00, 0.00, 0.00], [0.00, 0.00, 0.00], [0.00, 0.00, 0.00], [0.00, -0.01, 0.00], [0.00, 0.00, 0.00], [0.00, 0.00, 0.00], [0.00, 0.00, 0.00], [-0.01, 0.00, 0.00], [0.00, 0.00, 0.00], [0.00, 0.00, 0.00], [0.00, 0.00, 0.00], [0.00, 0.00, 0.00], [0.00, 0.00, 0.00], [0.00, -0.01, 0.00], [-0.01, 0.00, 0.00], [0.00, 0.00, 0.00], [0.00, 0.00, 0.00], [-0.03, 0.01, 0.04], [0.00, 0.00, 0.00], [0.00, 0.00, 0.00], [0.00, 0.00, 0.00], [-0.01, 0.02, -0.01], [0.00, 0.00, 0.00], [0.00, 0.00, 0.00]],
  "charge": 0,
  "smiles": "CS[C@@H](C)[C@@H](O)C(=O)NCC1(O)CCN(C(=O)Cc2ccc(CO)cc2)CC1",
  "e_above_lowest_kj_mol": 78.5,
  "fmax_ev_per_a": 0.1,
  "gap_ev": 9.173,
  "e_homo_ev": -8.7
}